Below is a structure of composition C31H71GaNO5 at a distorted geometry, with properties calculated with wB97M-V/def2-TZVPD.

The HOMO-LUMO gap comes out at 6.42 eV. For the highest occupied orbital energy, the calculation gives -4.24 eV. For the total energy, the calculation gives -97390.7761 eV. As for the net charge: -1.

CARTESIAN COORDINATES (ANGSTROEM)
Ga  1.9984  0.9233  3.6900
O  1.0841  -5.8027  1.9595
O  5.0703  1.5707  6.3718
O  -4.7180  7.4682  -3.6110
O  1.2692  -2.7321  -3.5484
O  -0.8926  -4.8335  -5.2263
N  -0.1033  3.8624  -2.4282
C  -2.1282  -0.2451  4.4669
C  1.4768  -6.2241  3.2631
C  7.2912  2.4900  6.3331
C  -5.7528  9.5556  -4.2031
C  -1.7669  -1.7661  3.9565
C  -6.7224  7.3568  -4.9333
C  5.9135  2.4957  5.6901
C  -1.6689  5.4361  -1.0097
C  -2.4423  -3.2252  -4.3373
C  -2.7195  -5.6858  -3.9168
C  0.8084  1.4871  -1.9149
C  -1.2371  4.3804  -3.3322
C  5.2855  3.8795  5.7377
C  2.4971  -3.4245  -3.3383
C  -5.4476  8.1317  -4.6399
C  1.0272  2.9027  -2.7779
C  0.0588  -2.0576  1.9376
C  0.2934  1.0163  4.9188
C  -1.0620  -0.4363  -1.2352
C  0.2224  -1.3176  -0.7243
C  1.6107  -7.7384  3.2842
C  -0.3323  4.4864  -1.0694
C  -0.6903  0.8676  -2.1569
C  -1.5353  -1.8691  2.3072
C  0.6340  -0.9510  0.8548
C  3.6223  -2.6781  -4.0372
C  2.3687  -4.8472  -3.8588
C  -1.0614  0.9044  3.9773
C  0.4514  -5.7442  4.2779
C  -2.2937  5.3854  -2.5482
C  -2.2654  -4.6241  -4.9058
H  1.5984  0.7352  -2.3502
H  5.9916  2.1625  4.6495
H  4.2894  3.8658  5.2825
H  1.8113  -1.0308  0.9024
H  -2.1102  6.0431  -0.0834
H  0.7332  -6.0391  5.2935
H  3.6949  -1.6519  -3.6612
H  -4.8133  8.1484  -5.5328
H  -2.0778  -2.8764  1.9669
H  1.1454  -1.3182  -1.4439
H  -1.5203  1.6907  -1.9148
H  -2.1000  -2.4720  -5.0551
H  3.4356  -2.6072  -5.1146
H  -1.8426  -3.0922  -3.4299
H  2.4485  -5.7656  3.4768
H  1.5464  1.5109  2.2587
H  2.3430  -8.0702  2.5403
H  -0.8763  -2.2093  4.5752
H  -3.7765  -5.5616  -3.6620
H  5.9028  4.6115  5.2079
H  4.5836  -3.1772  -3.8812
H  0.6601  -8.2195  3.0280
H  2.1052  3.3705  -2.5984
H  0.2222  -6.2050  1.7612
H  -0.8026  0.7861  2.8384
H  -7.2989  7.8333  -5.7322
H  1.5471  -5.3683  -3.3557
H  7.9687  3.1803  5.8212
H  5.1552  4.2154  6.7725
H  -4.8266  10.0975  -3.9835
H  0.3567  -4.6536  4.2430
H  0.3718  0.1900  5.7447
H  -3.2591  5.9357  -2.9326
H  -2.8370  -4.7186  -5.8355
H  2.3349  -0.6248  3.4811
H  -2.7107  -2.4500  4.2053
H  -5.2735  7.4486  -2.8141
H  1.0571  1.6992  -0.7880
H  3.2925  -5.4113  -3.6975
H  -2.1059  -0.2804  5.6533
H  -3.4911  -3.0272  -4.0951
H  4.9952  1.8586  7.2967
H  -6.3493  9.5643  -3.2840
H  0.3457  2.0706  5.4751
H  0.2399  -3.1718  1.5777
H  7.7258  1.4850  6.3027
H  -1.4266  4.1447  -4.4692
H  3.2579  1.7138  4.3308
H  1.0965  -2.7109  -4.5043
H  0.8759  2.6429  -3.9325
H  -7.3533  7.2875  -4.0401
H  -3.2079  0.0654  4.1197
H  -2.0681  -0.9977  1.7255
H  -1.6166  1.9543  4.0962
H  0.6485  -1.9205  2.9654
H  7.2321  2.7766  7.3891
H  -0.8023  0.6015  -3.3057
H  -6.4879  6.3302  -5.2345
H  -0.3773  -4.7514  -4.4067
H  -2.5748  -6.6879  -4.3346
H  0.3157  0.1533  1.0764
H  0.3357  4.3349  -0.1207
H  -1.7240  -1.1532  -1.9139
H  1.9273  -8.0930  4.2699
H  -6.3002  10.0981  -4.9801
H  -1.7233  -0.1466  -0.3140
H  2.6823  -3.4428  -2.2588
H  -0.5403  -6.1546  4.0570
H  -0.1516  -2.4501  -0.6725
H  2.1376  -4.8532  -4.9299
H  -2.1296  -5.6400  -2.9945

Atoms 1-6, force components in eV/Å:
-0.33 0.13 0.56
0.02 -0.02 -0.27
0.19 -0.14 0.21
0.06 -0.05 0.10
-0.28 0.00 -0.08
0.25 -0.08 -0.18

Results of the Löwdin charge analysis, in e, for atoms 1 through 99: number 1, Ga, carries 0.2438; number 2, O, carries -0.0671; number 3, O, carries -0.0867; number 4, O, carries -0.0810; number 5, O, carries -0.0787; number 6, O, carries -0.0711; number 7, N, carries -0.1766; number 8, C, carries -0.2424; number 9, C, carries -0.5005; number 10, C, carries -0.0804; number 11, C, carries -0.0682; number 12, C, carries -0.2199; number 13, C, carries -0.0683; number 14, C, carries -0.5194; number 15, C, carries -0.0887; number 16, C, carries -0.0639; number 17, C, carries -0.0658; number 18, C, carries -0.1777; number 19, C, carries -0.0815; number 20, C, carries -0.0767; number 21, C, carries -0.4929; number 22, C, carries -0.4977; number 23, C, carries -0.1660; number 24, C, carries -0.2136; number 25, C, carries -0.3877; number 26, C, carries -0.2002; number 27, C, carries -0.2060; number 28, C, carries -0.0749; number 29, C, carries -0.0741; number 30, C, carries -0.2020; number 31, C, carries -0.2051; number 32, C, carries -0.2309; number 33, C, carries -0.0614; number 34, C, carries -0.0645; number 35, C, carries -0.3016; number 36, C, carries -0.0593; number 37, C, carries -0.0679; number 38, C, carries -0.4983; number 39, H, carries 0.1045; number 40, H, carries 0.1352; number 41, H, carries 0.0643; number 42, H, carries 0.0991; number 43, H, carries 0.0751; number 44, H, carries 0.0795; number 45, H, carries 0.0795; number 46, H, carries 0.1413; number 47, H, carries 0.0956; number 48, H, carries 0.0810; number 49, H, carries 0.1130; number 50, H, carries 0.0822; number 51, H, carries 0.0806; number 52, H, carries 0.0698; number 53, H, carries 0.1431; number 54, H, carries -0.1256; number 55, H, carries 0.0765; number 56, H, carries 0.0986; number 57, H, carries 0.0788; number 58, H, carries 0.0734; number 59, H, carries 0.0798; number 60, H, carries 0.0773; number 61, H, carries 0.1304; number 62, H, carries 0.0908; number 63, H, carries 0.0558; number 64, H, carries 0.0781; number 65, H, carries 0.0777; number 66, H, carries 0.0726; number 67, H, carries 0.0752; number 68, H, carries 0.0813; number 69, H, carries 0.0731; number 70, H, carries 0.0293; number 71, H, carries 0.0474; number 72, H, carries 0.1364; number 73, H, carries -0.1290; number 74, H, carries 0.0953; number 75, H, carries 0.0982; number 76, H, carries 0.1137; number 77, H, carries 0.0816; number 78, H, carries 0.1041; number 79, H, carries 0.0816; number 80, H, carries 0.0877; number 81, H, carries 0.0806; number 82, H, carries 0.0315; number 83, H, carries 0.0956; number 84, H, carries 0.0751; number 85, H, carries 0.0874; number 86, H, carries -0.1326; number 87, H, carries 0.0917; number 88, H, carries 0.1271; number 89, H, carries 0.0809; number 90, H, carries 0.0961; number 91, H, carries 0.0960; number 92, H, carries 0.0992; number 93, H, carries 0.0645; number 94, H, carries 0.0737; number 95, H, carries 0.1096; number 96, H, carries 0.0819; number 97, H, carries 0.0566; number 98, H, carries 0.0773; number 99, H, carries 0.0476